No. 1
{"formula": "C36H101N7O15", "method": "ωB97M-V/def2-TZVPD", "e_homo_ev": -9.2, "smiles": "COC[C@H](C)N.COC[C@H](C)N.COC[C@H](C)N.COC[C@H](C)N.COC[C@H](C)N.COC[C@H](C)N.COC[C@H](C)N.OCCO.OCCO.OCCO.OCCO", "e_above_lowest_kj_mol": 298.2, "e_tot_ev": -80105.831, "gap_ev": 9.764, "species": ["O", "O", "O", "O", "O", "O", "O", "O", "O", "O", "O", "O", "O", "O", "O", "N", "N", "N", "N", "N", "N", "N", "C", "C", "C", "C", "C", "C", "C", "C", "C", "C", "C", "C", "C", "C", "C", "C", "C", "C", "C", "C", "C", "C", "C", "C", "C", "C", "C", "C", "C", "C", "C", "C", "C", "C", "C", "C", "H", "H", "H", "H", "H", "H", "H", "H", "H", "H", "H", "H", "H", "H", "H", "H", "H", "H", "H", "H", "H", "H", "H", "H", "H", "H", "H", "H", "H", "H", "H", "H", "H", "H", "H", "H", "H", "H", "H", "H", "H", "H", "H", "H", "H", "H", "H", "H", "H", "H", "H", "H", "H", "H", "H", "H", "H", "H", "H", "H", "H", "H", "H", "H", "H", "H", "H", "H", "H", "H", "H", "H", "H", "H", "H", "H", "H", "H", "H", "H", "H", "H", "H", "H", "H", "H", "H", "H", "H", "H", "H", "H", "H", "H", "H", "H", "H", "H", "H", "H", "H"], "xyz": [[3.90, 1.31, -3.09], [-4.00, -1.46, -4.04], [-2.57, 2.55, 0.65], [-4.87, -2.15, 1.08], [2.23, 6.13, -1.24], [0.65, -1.21, 0.42], [2.19, -4.18, 2.09], [-2.68, -3.67, -0.43], [0.15, -4.48, -0.80], [-1.92, 0.81, 4.79], [2.76, 2.56, 5.33], [-5.64, 2.56, -1.32], [0.91, -2.80, 4.43], [2.57, -2.12, -4.05], [1.70, 1.54, 3.21], [0.05, -3.80, -4.01], [0.15, 3.53, 0.31], [-3.56, 3.35, 5.23], [-2.17, -0.56, 0.46], [1.58, -0.11, 5.38], [6.26, 2.35, -4.12], [-5.94, 0.30, -3.25], [1.98, -0.87, 0.75], [0.92, -3.57, -5.17], [-2.01, 0.43, -1.84], [2.59, 1.62, -2.76], [0.06, -0.16, -0.37], [0.48, -4.78, 0.51], [-4.74, 2.10, -0.38], [2.42, -3.31, -4.76], [-4.52, -3.52, 1.16], [-5.69, -0.95, -2.44], [1.92, 4.94, -0.64], [-3.61, 3.09, -0.17], [4.17, 0.95, -4.45], [3.78, -2.18, -3.26], [3.43, 2.79, 4.08], [-1.70, -0.40, 4.28], [-1.13, 3.99, 5.08], [3.08, 1.73, 3.05], [2.55, -1.04, 4.80], [6.44, -0.01, -3.74], [5.76, 1.06, -4.55], [-5.02, -2.06, -3.23], [2.17, -2.50, 5.01], [0.48, -4.10, 4.94], [-3.25, -2.39, -4.75], [1.97, -4.54, 0.72], [3.58, 6.47, -1.45], [0.36, -2.48, -6.09], [-0.12, 5.91, 0.51], [-7.02, -1.38, -1.89], [-1.38, -0.57, -0.79], [-3.93, -4.22, -0.09], [0.43, 4.82, -0.35], [3.95, -0.72, 5.35], [-2.34, 3.32, 4.36], [-1.99, 1.89, 3.79], [2.92, -3.25, 4.59], [2.31, 4.10, -1.25], [-1.84, -1.16, 5.11], [4.57, -1.33, 4.68], [2.86, -4.27, -4.35], [1.58, -3.48, 2.36], [-4.19, 1.12, -0.58], [-2.49, -1.81, -5.38], [3.58, -2.78, -2.38], [-0.82, -4.46, -0.88], [5.88, 3.12, -4.81], [2.36, -1.66, 1.38], [3.14, 2.22, 2.07], [-0.70, 3.32, 5.75], [-6.70, 0.16, -3.99], [-5.71, -2.62, -3.85], [0.83, -0.58, 5.96], [-1.42, 4.87, 5.62], [-5.48, -4.07, 1.45], [-2.44, -0.64, 3.52], [3.90, -1.10, -2.96], [-1.78, 3.21, 0.73], [2.17, -2.73, 6.13], [0.38, 5.93, 1.43], [-1.00, 1.96, 3.27], [-4.37, 3.46, 4.61], [7.52, -0.10, -4.09], [-4.62, -2.82, -2.60], [3.68, 0.79, 3.11], [3.07, 3.79, 3.73], [3.04, -3.26, -5.70], [4.18, 6.61, -0.56], [2.05, 0.49, 6.10], [1.48, 0.97, 4.04], [1.17, -4.91, 4.63], [5.89, 2.65, -3.24], [-4.01, 4.00, 0.27], [-0.02, 6.91, 0.02], [0.26, -5.80, 0.78], [-2.38, 0.41, 0.72], [-3.76, -3.79, 1.94], [-4.98, -0.73, -1.57], [4.63, -2.54, -3.82], [-6.94, -2.36, -1.44], [-2.55, 4.00, 3.53], [0.18, -3.07, -3.32], [5.96, -0.95, -3.89], [-0.56, -2.87, -6.55], [0.12, -1.53, -5.63], [0.39, -3.99, 6.06], [-7.71, -1.40, -2.78], [-0.12, 4.81, -1.30], [-7.43, -0.68, -1.17], [-1.29, -1.57, -1.20], [-3.02, 0.13, -2.07], [6.02, 0.93, -5.57], [3.83, -0.02, -4.77], [3.70, 1.59, -5.19], [-5.20, 1.92, 0.62], [-4.11, -1.57, 0.90], [-0.67, -0.62, 3.93], [1.12, -2.29, -6.88], [-5.06, 0.42, -3.75], [2.51, 4.83, 0.40], [-5.97, 1.90, -1.95], [4.10, 5.67, -2.03], [-3.21, 3.45, -1.16], [2.24, -3.78, -0.02], [4.48, 2.96, 4.30], [0.11, 0.79, 0.24], [2.08, 0.08, 1.28], [-3.73, -3.07, -5.43], [0.48, -4.59, -3.53], [-2.54, -2.86, 0.06], [-4.61, -4.17, -0.95], [3.55, 7.38, -2.04], [-1.17, 5.87, 0.71], [4.45, 0.25, 5.17], [-2.70, -2.93, -4.02], [-1.54, -0.90, 1.19], [2.50, -0.83, -0.23], [-0.46, 4.27, 4.33], [-0.44, -4.30, 4.49], [-2.73, 1.64, 3.04], [4.16, -1.04, 6.34], [0.49, 2.68, -0.18], [1.82, 0.97, -3.17], [1.85, 2.87, 5.34], [0.39, 3.53, 1.33], [0.72, 0.01, -1.19], [-3.78, 2.41, 5.59], [-1.40, 0.42, -2.74], [2.32, 2.62, -3.02], [-0.07, -4.09, 1.15], [-2.10, 1.42, -1.43], [2.46, -0.88, 3.70], [0.83, -4.44, -5.84], [2.48, 1.58, -1.66], [-3.80, -5.28, 0.16], [6.49, 0.11, -2.65], [2.48, -5.47, 0.58]]}

No. 2
{"formula": "C36H103N7O15", "method": "ωB97M-V/def2-TZVPD", "e_homo_ev": -8.6, "smiles": "COC[C@H](C)N.COC[C@H](C)N.COC[C@H](C)N.COC[C@H](C)N.COC[C@H](C)N.COC[C@H](C)N.COC[C@H](C)N.OCCO.OCCO.OCCO.CO.CO", "e_above_lowest_kj_mol": 215.9, "e_tot_ev": -80137.045, "gap_ev": 9.136, "species": ["O", "O", "O", "O", "O", "O", "O", "O", "O", "O", "O", "O", "O", "O", "O", "N", "N", "N", "N", "N", "N", "N", "C", "C", "C", "C", "C", "C", "C", "C", "C", "C", "C", "C", "C", "C", "C", "C", "C", "C", "C", "C", "C", "C", "C", "C", "C", "C", "C", "C", "C", "C", "C", "C", "C", "C", "C", "C", "H", "H", "H", "H", "H", "H", "H", "H", "H", "H", "H", "H", "H", "H", "H", "H", "H", "H", "H", "H", "H", "H", "H", "H", "H", "H", "H", "H", "H", "H", "H", "H", "H", "H", "H", "H", "H", "H", "H", "H", "H", "H", "H", "H", "H", "H", "H", "H", "H", "H", "H", "H", "H", "H", "H", "H", "H", "H", "H", "H", "H", "H", "H", "H", "H", "H", "H", "H", "H", "H", "H", "H", "H", "H", "H", "H", "H", "H", "H", "H", "H", "H", "H", "H", "H", "H", "H", "H", "H", "H", "H", "H", "H", "H", "H", "H", "H", "H", "H", "H", "H", "H", "H"], "xyz": [[-28.92, -5.96, -3.72], [-32.90, 1.42, -5.32], [-36.93, -3.44, -5.96], [-36.90, 2.07, -8.00], [-35.77, -3.06, -11.91], [-30.43, -1.33, -2.68], [-31.73, -2.61, -6.73], [-34.45, -0.49, -4.03], [-27.85, -1.96, -9.01], [-28.96, 0.54, -7.98], [-34.07, -4.20, -5.98], [-34.30, -3.39, -2.83], [-38.00, -4.32, -2.67], [-32.54, -7.67, -7.89], [-31.52, 0.31, -9.77], [-28.69, 1.73, -1.47], [-30.66, -5.46, -7.03], [-33.16, -3.03, -13.11], [-35.31, -1.03, -9.34], [-37.18, -4.43, -8.69], [-29.66, -8.23, -8.24], [-35.84, -5.48, -4.11], [-35.28, -4.17, -12.61], [-38.16, -3.82, -6.52], [-29.73, 0.81, -1.85], [-28.66, -0.57, -7.15], [-36.78, -4.67, -2.00], [-38.10, 2.75, -8.21], [-30.75, -8.58, -9.16], [-36.20, -5.87, -2.75], [-36.95, -2.16, -5.31], [-34.76, -2.17, -2.32], [-32.10, -8.87, -8.53], [-29.11, -6.03, -5.13], [-30.51, -5.66, -5.57], [-32.17, 1.05, -6.51], [-38.67, -3.30, -1.97], [-37.04, -6.13, -7.00], [-33.94, -3.65, -7.27], [-31.45, -6.80, -5.10], [-34.99, -6.48, -2.07], [-34.39, 1.18, -9.26], [-33.88, -7.62, -7.48], [-30.75, 1.42, -2.80], [-29.27, -0.55, -2.40], [-35.45, 0.28, -8.64], [-31.26, -0.92, -10.39], [-27.59, -6.03, -3.34], [-30.22, -2.59, -3.24], [-30.25, -9.72, -10.09], [-33.33, -4.41, -11.09], [-36.85, 0.88, -8.74], [-28.67, -1.91, -7.83], [-37.86, -4.97, -7.52], [-33.99, -0.93, -2.76], [-33.75, -4.25, -12.57], [-33.05, -2.44, -7.25], [-37.14, -2.81, -12.03], [-36.10, -3.81, -2.04], [-29.23, -2.96, -2.98], [-34.24, -3.40, -3.79], [-32.85, -9.26, -9.22], [-37.36, -6.62, -6.08], [-39.64, -3.05, -2.41], [-34.39, -5.10, -5.96], [-31.04, 1.07, -10.10], [-29.53, -8.97, -7.56], [-38.17, 3.19, -9.21], [-33.62, -2.94, -14.02], [-33.10, -1.67, -8.02], [-31.85, -1.70, -9.91], [-33.60, -4.43, -7.96], [-28.16, 2.10, -2.26], [-30.22, -1.24, -10.24], [-37.43, -2.36, -4.35], [-36.98, -7.01, -7.64], [-30.03, -7.38, -7.81], [-31.18, -7.72, -5.63], [-28.59, -0.56, -3.26], [-32.02, -9.58, -7.69], [-27.42, -5.90, -2.27], [-30.87, -4.78, -5.03], [-31.72, 0.94, -2.79], [-33.98, -0.15, -1.98], [-30.95, 2.46, -2.53], [-28.50, -5.19, -5.51], [-29.68, -2.23, -8.12], [-32.47, -6.57, -5.38], [-30.16, 0.46, -0.90], [-30.26, -10.72, -9.65], [-33.56, -5.23, -13.02], [-37.03, -4.87, -0.95], [-35.93, -1.37, -10.05], [-32.25, -4.60, -11.05], [-31.43, -7.09, -4.05], [-38.83, -5.37, -7.83], [-34.78, -2.19, -1.23], [-35.80, -1.99, -2.61], [-35.94, -1.77, -5.16], [-31.78, -3.09, -5.89], [-36.00, -5.82, -6.83], [-37.33, -2.01, -11.32], [-37.18, 1.02, -9.78], [-27.14, -7.03, -3.47], [-37.56, -1.41, -5.83], [-30.78, -9.78, -11.04], [-32.43, 0.04, -6.79], [-30.95, -3.36, -2.95], [-35.68, -5.11, -12.22], [-30.75, -4.44, -7.12], [-30.37, -2.59, -4.33], [-28.73, -6.99, -5.48], [-29.22, -9.50, -10.37], [-34.91, -3.27, -7.62], [-27.90, 1.20, -1.07], [-35.18, 0.07, -7.60], [-34.55, -7.84, -8.32], [-37.51, 0.11, -8.32], [-34.23, -8.30, -6.69], [-33.36, 0.93, -9.01], [-34.60, 1.26, -10.33], [-38.96, -3.64, -0.97], [-29.39, -0.68, -6.34], [-30.38, 1.46, -3.83], [-36.97, -6.63, -2.90], [-35.11, -4.79, -4.24], [-33.68, -0.13, -4.50], [-29.48, 0.32, -8.76], [-36.69, -5.14, -4.54], [-31.36, -1.00, -11.48], [-35.51, -4.11, -13.69], [-30.97, -7.75, -9.84], [-31.09, 1.13, -6.36], [-37.78, -3.62, -11.66], [-27.20, -2.65, -8.86], [-34.53, 2.22, -8.91], [-39.04, -3.94, -5.88], [-38.48, -2.98, -7.16], [-35.22, -6.58, -0.99], [-34.06, -6.57, -7.30], [-33.78, 1.71, -5.52], [-32.52, 1.82, -7.20], [-38.04, -2.40, -1.95], [-33.61, -3.52, -10.53], [-33.80, -5.27, -10.60], [-32.94, -1.23, -2.83], [-28.29, -2.70, -7.18], [-28.75, -1.07, -1.58], [-26.90, -5.47, -3.99], [-27.72, -0.34, -6.65], [-33.56, -2.22, -12.64], [-34.38, -1.01, -9.73], [-37.45, -2.47, -13.02], [-37.34, -3.44, -8.80], [-34.06, -5.92, -2.11], [-34.82, -7.54, -2.28], [-33.50, -1.82, -6.46], [-38.15, 3.58, -7.50], [-36.17, -4.49, -8.56], [-39.03, 2.21, -8.02], [-31.61, -5.72, -7.27]]}

No. 3
{"formula": "C36H104N8O12", "method": "ωB97M-V/def2-TZVPD", "e_homo_ev": -9.0, "smiles": "COC[C@H](C)N.COC[C@H](C)N.COC[C@H](C)N.COC[C@H](C)N.COC[C@H](C)N.COC[C@H](C)N.COC[C@H](C)N.COC[C@H](C)N.CO.CO.CO.CO", "e_above_lowest_kj_mol": 754.0, "e_tot_ev": -75497.550, "gap_ev": 8.987, "species": ["O", "O", "O", "O", "O", "O", "O", "O", "O", "O", "O", "O", "N", "N", "N", "N", "N", "N", "N", "N", "C", "C", "C", "C", "C", "C", "C", "C", "C", "C", "C", "C", "C", "C", "C", "C", "C", "C", "C", "C", "C", "C", "C", "C", "C", "C", "C", "C", "C", "C", "C", "C", "C", "C", "C", "C", "H", "H", "H", "H", "H", "H", "H", "H", "H", "H", "H", "H", "H", "H", "H", "H", "H", "H", "H", "H", "H", "H", "H", "H", "H", "H", "H", "H", "H", "H", "H", "H", "H", "H", "H", "H", "H", "H", "H", "H", "H", "H", "H", "H", "H", "H", "H", "H", "H", "H", "H", "H", "H", "H", "H", "H", "H", "H", "H", "H", "H", "H", "H", "H", "H", "H", "H", "H", "H", "H", "H", "H", "H", "H", "H", "H", "H", "H", "H", "H", "H", "H", "H", "H", "H", "H", "H", "H", "H", "H", "H", "H", "H", "H", "H", "H", "H", "H", "H", "H", "H", "H", "H", "H"], "xyz": [[-1.03, -10.35, 2.34], [-0.61, 5.95, -0.87], [0.87, -1.35, 0.35], [5.96, 1.13, -6.30], [-7.83, 2.77, 1.45], [4.28, -6.99, -6.47], [-2.10, -4.08, 6.30], [-4.45, 2.24, -4.18], [2.60, 3.51, 9.31], [-4.74, -7.83, -2.50], [1.40, 10.22, 2.56], [4.31, -3.38, 1.01], [0.04, 6.02, -4.50], [-0.80, -13.81, 0.84], [1.59, -5.96, -6.70], [2.92, 6.77, 3.14], [2.37, 1.28, -5.51], [0.47, 4.52, 12.29], [-10.02, 5.61, 0.40], [0.81, -2.10, -2.49], [2.51, 3.24, 12.43], [5.28, -3.20, 0.11], [2.10, 9.06, 2.21], [2.38, -6.02, -7.86], [3.69, 1.78, -5.39], [3.43, -7.17, -7.62], [-4.63, 1.08, -4.97], [6.23, 2.47, -6.75], [-0.77, 6.45, -2.23], [4.59, 0.74, -6.21], [4.23, 1.95, -3.99], [0.46, 6.04, -3.11], [1.12, 11.16, 1.52], [-1.10, -11.30, 1.37], [3.09, 8.77, 4.54], [1.60, 7.10, -3.00], [-1.54, 6.65, 0.02], [2.55, 2.44, 8.29], [-1.05, -3.00, -1.23], [2.93, -4.61, -7.98], [-0.92, -12.79, 1.87], [-0.12, -0.77, -0.46], [-8.44, 3.66, 0.49], [2.32, 8.08, 3.40], [-0.37, -1.74, -1.63], [1.77, 4.32, 11.61], [-6.78, 1.95, 0.92], [1.04, -0.72, 1.60], [-5.25, -6.64, -3.04], [-0.93, -3.39, 6.84], [0.40, -12.94, 2.78], [1.44, 3.74, 10.16], [-1.36, -9.05, 1.87], [5.22, -8.00, -6.13], [-9.74, 4.31, 0.94], [-10.94, 3.42, 0.52], [2.62, 3.44, 13.49], [4.02, 1.02, -3.46], [3.56, 2.34, 7.90], [-9.67, 4.29, 2.03], [4.99, -3.30, -0.93], [1.31, 7.84, 3.73], [-6.33, -6.65, -3.20], [0.55, -2.71, -3.24], [-3.54, 2.35, -3.91], [-7.65, 4.40, 0.38], [3.70, 7.09, 2.57], [-0.86, 7.53, -2.27], [3.68, 2.65, -3.36], [-10.88, 2.39, 0.87], [-4.09, -8.20, -3.11], [-7.26, 1.05, 0.55], [2.46, 9.61, 4.86], [-4.74, -6.54, -4.00], [4.53, -0.22, -5.70], [2.78, -8.05, -7.59], [3.53, 3.08, 12.08], [-1.88, -2.95, -0.53], [-0.92, -8.31, 2.54], [-11.88, 3.84, 0.88], [5.82, 2.67, -7.74], [1.86, -1.14, 2.19], [0.93, 2.80, 10.36], [5.74, -2.21, 0.13], [7.28, 2.41, -7.03], [1.34, -2.74, -1.91], [-0.40, -3.73, -0.76], [2.10, -6.00, -5.83], [-1.09, -0.60, 0.00], [3.07, 9.20, 1.74], [1.35, 8.01, -3.54], [-6.18, 2.39, 0.12], [0.90, 5.73, -4.95], [3.72, 2.73, -5.93], [-1.27, 6.44, 1.06], [3.72, -4.37, -7.28], [-0.48, -4.14, 7.48], [1.31, -12.87, 2.19], [2.17, -3.86, -7.78], [4.69, -8.77, -5.57], [3.32, -4.36, -8.97], [-1.00, -1.18, -2.32], [-0.23, -11.12, 0.73], [0.46, 10.80, 0.74], [-10.96, 3.45, -0.57], [-2.91, -3.60, 6.51], [2.31, 0.70, -6.34], [1.92, 2.43, 7.41], [5.91, -7.47, -5.47], [-2.40, -8.79, 1.66], [-0.68, 5.31, -4.51], [1.19, 0.35, 1.54], [-5.03, -5.82, -2.36], [0.20, 0.23, -0.78], [2.49, 6.54, -3.28], [3.14, 8.11, 5.41], [4.08, 0.53, -7.15], [2.30, 5.27, 11.52], [-3.72, 0.95, -5.55], [3.58, -2.83, 0.74], [0.76, 4.42, 9.64], [-5.54, 1.40, -5.47], [5.94, 3.25, -6.05], [-0.98, -2.48, 7.45], [0.66, 11.98, 2.08], [6.04, -3.89, 0.48], [0.82, 5.05, -2.84], [5.76, -8.29, -7.02], [-0.26, -3.28, 5.99], [4.09, 9.19, 4.46], [2.12, 0.58, -4.82], [1.81, -6.28, -8.75], [-4.91, 0.14, -4.48], [4.12, -7.13, -8.46], [-1.55, 7.74, -0.10], [0.99, -6.77, -6.66], [-10.41, 5.66, -0.53], [2.24, 1.53, 8.82], [-1.73, -13.95, 0.47], [2.34, 6.32, 2.45], [-0.51, -14.70, 1.23], [0.10, -0.81, 2.15], [-5.99, 1.77, 1.65], [2.08, 2.24, 12.36], [-1.32, -3.57, -2.12], [2.07, 11.57, 1.16], [-2.09, -11.22, 0.92], [-0.21, 3.78, 12.17], [1.43, 8.55, 1.52], [-2.58, 6.35, -0.12], [5.29, 2.22, -3.94], [-1.77, -13.04, 2.50], [0.34, -13.94, 3.20], [-1.64, 5.93, -2.62], [-0.94, -8.82, 0.89], [0.01, 5.41, 12.18], [-8.55, 3.16, -0.48], [0.38, -12.15, 3.53], [1.67, 7.32, -1.94], [-9.14, 6.11, 0.34]]}